(1)
DFT (the ωB97M-V functional and the def2-TZVPD basis) results for C45H44N9O5RbS3 as an isolated structure.

* LUMO level: 3.45 eV
* charge: -2
* energy relative to the best compared isomer or geometry (same formula, charge and spin): 2.1 kcal/mol

Atoms and positions in Å:
Rb: -0.22541 0.18633 -0.30506
C: 3.25177 0.48199 2.86362
C: 3.92970 -0.53040 1.92255
C: 3.22147 -1.85103 1.92099
C: 3.82224 -2.98312 2.47099
C: 3.13912 -4.18504 2.44626
C: 1.88006 -4.21715 1.86907
C: 1.35961 -3.03489 1.35565
N: 2.01033 -1.88827 1.38771
N: 2.32422 1.41629 2.24403
C: 3.06308 2.35340 1.41161
C: 2.31783 3.42589 0.65360
C: 2.91665 3.94673 -0.49596
C: 2.30704 4.99303 -1.16332
C: 1.11757 5.50731 -0.66424
C: 0.60130 4.92646 0.47886
N: 1.18817 3.93433 1.12993
C: 1.54411 2.08733 3.26755
C: 0.53464 1.24006 3.98600
C: -0.29364 1.84242 4.94003
C: -1.24638 1.07723 5.58170
C: -1.35797 -0.26551 5.25029
C: -0.48560 -0.77471 4.30261
N: 0.43701 -0.04787 3.69836
H: 4.04634 1.04735 3.39942
H: 2.68448 -0.08806 3.60058
H: 4.96405 -0.68018 2.24559
H: 3.93516 -0.17660 0.89190
H: 4.80907 -2.92348 2.91091
H: 3.58164 -5.07845 2.87121
H: 1.32499 -5.14233 1.81338
H: 0.37173 -2.99803 0.91669
H: 3.60059 1.76795 0.66299
H: 3.82304 2.88834 2.02919
H: 3.83419 3.52002 -0.87419
H: 2.74521 5.39755 -2.06564
H: 0.59878 6.31089 -1.16893
H: -0.32606 5.27877 0.91514
H: 0.99268 2.88828 2.76531
H: 2.20123 2.55738 4.03189
H: -0.19962 2.89714 5.15575
H: -1.88969 1.51256 6.33561
H: -2.10527 -0.89259 5.71072
H: -0.52153 -1.81608 4.01316
C: 0.67121 5.00677 -5.73929
S: -0.94967 4.95019 -4.93331
C: -0.57315 4.00468 -3.42632
S: 0.87592 3.20263 -3.25984
N: -1.53957 4.20296 -2.58769
N: -1.69879 3.50782 -1.46656
C: -2.39969 4.10232 -0.56043
C: -2.75137 3.49351 0.68719
C: -3.76352 4.07638 1.47381
C: -4.11022 3.47585 2.66228
C: -3.43943 2.32416 3.05380
C: -2.43940 1.83685 2.22251
N: -2.09908 2.39444 1.08171
H: 0.54211 4.90919 -6.81153
H: 1.24065 4.16856 -5.33335
H: 1.16100 5.94847 -5.50129
H: -2.76935 5.12198 -0.73390
H: -4.26594 4.97123 1.12633
H: -4.89837 3.89239 3.27576
H: -3.69014 1.81782 3.97404
H: -1.88962 0.94725 2.49075
O: -3.71096 -0.39063 -0.36566
C: -4.42219 -1.31587 -0.03435
C: -4.05302 -2.51952 0.66947
C: -5.02814 -3.47026 0.91414
C: -4.74504 -4.66971 1.56174
C: -3.40984 -4.93513 1.95482
C: -2.43480 -4.02442 1.73202
C: -2.68277 -2.72665 1.12766
O: -1.79082 -1.87439 1.04423
N: -5.75265 -5.58718 1.83799
O: -6.89759 -5.37507 1.40797
O: -5.48221 -6.59130 2.51830
H: -5.51238 -1.28976 -0.28987
H: -6.05234 -3.27568 0.62427
H: -3.20055 -5.87963 2.43848
H: -1.41370 -4.22560 2.02815
C: -0.86304 -2.92879 -2.20124
C: 0.40785 -3.05165 -2.97951
C: 0.47979 -3.96251 -4.05209
C: 1.63678 -4.04842 -4.77404
C: 2.73298 -3.22750 -4.43761
C: 3.93337 -3.24240 -5.16697
C: 4.96883 -2.41844 -4.78546
C: 4.84118 -1.58018 -3.69142
C: 3.67008 -1.51692 -2.93402
S: 3.60827 -0.44193 -1.62242
C: 2.56909 -2.35334 -3.31827
N: 1.42000 -2.29385 -2.63254
H: -1.70141 -2.76009 -2.87540
H: -0.79175 -2.08979 -1.51200
H: -1.05365 -3.84217 -1.63640
H: -0.37552 -4.58410 -4.28659
H: 1.72946 -4.74010 -5.60586
H: 4.01797 -3.89063 -6.03268
H: 5.89684 -2.42062 -5.34802
H: 5.66078 -0.93376 -3.40583
C: -2.32972 0.26167 -4.36461
O: -1.53450 0.20342 -3.21564
H: -2.30802 1.25245 -4.83172
H: -3.37499 0.00881 -4.14092
H: -1.93648 -0.47135 -5.07380
H: -1.75666 0.95633 -2.65244


(2)
DFT (the ωB97M-V functional and the def2-TZVPD basis) results for C45H45Br9O14 as an isolated structure.

* LUMO level: -0.74 eV

Atoms and positions in Å:
C: 3.11582 -0.53074 -8.47629
Br: 1.76916 -1.24616 -9.82427
Br: 3.87377 1.21045 -9.13290
Br: 4.59803 -1.91868 -8.20667
H: 2.66816 -0.24982 -7.52298
C: -1.75557 3.71295 6.78842
Br: -2.43956 1.99104 7.62172
Br: -1.34417 3.47970 4.92680
Br: -0.23975 4.58461 7.72594
H: -2.53697 4.47172 6.74635
C: 0.07898 -6.34323 -6.94658
Br: -1.09966 -4.77357 -6.99381
Br: -0.77021 -8.07570 -6.74722
Br: 1.65833 -6.03699 -5.71311
H: 0.51286 -6.46026 -7.93963
C: -3.55633 0.65831 -7.12984
C: -4.74938 0.60326 -7.87631
C: -4.94613 1.54021 -8.85971
C: -3.82331 2.20640 -9.33193
C: -2.62556 2.19055 -8.64521
C: -2.48701 1.44234 -7.48539
O: -1.31808 1.56562 -6.68778
O: -6.24652 1.79471 -9.27144
H: -3.42531 0.07696 -6.22913
H: -5.52591 -0.09962 -7.61291
H: -3.94214 2.95684 -10.09947
H: -1.67551 2.63752 -8.89829
H: -1.53397 1.39860 -5.76740
H: -6.81333 1.03582 -9.11518
C: 8.45656 5.84979 -1.33393
C: 9.77582 5.43036 -1.31414
C: 10.80860 6.34776 -1.47988
C: 10.53355 7.65731 -1.80250
C: 9.23558 8.07208 -1.91428
C: 8.20281 7.14075 -1.68682
O: 6.90901 7.47606 -1.45148
O: 12.10865 5.93370 -1.36776
H: 7.69451 5.09331 -1.21813
H: 9.93701 4.43596 -0.92479
H: 11.37057 8.28581 -2.06856
H: 9.08976 9.11703 -2.14496
H: 6.75580 8.42328 -1.42157
H: 12.82029 6.53617 -1.13929
C: -0.42234 -2.86754 5.49685
C: -0.20875 -2.79962 6.84903
C: -0.72698 -3.86043 7.62294
C: -1.26247 -5.04023 7.07348
C: -1.36618 -5.08294 5.72494
C: -0.98051 -3.98188 4.93044
O: -1.27698 -3.94013 3.61158
O: -0.59876 -3.66802 8.96397
H: -0.13511 -1.99308 4.93187
H: 0.25837 -1.97818 7.37194
H: -1.65481 -5.75600 7.78069
H: -1.93002 -5.90207 5.30362
H: -0.93935 -3.14780 3.18752
H: 0.19580 -3.20322 9.23643
C: -8.14451 -3.34568 4.38789
C: -8.77267 -2.13675 4.75755
C: -8.13128 -0.92049 4.84123
C: -6.78651 -0.86331 4.45634
C: -6.11688 -2.02933 4.04317
C: -6.77280 -3.23944 4.00881
O: -6.09346 -4.33956 3.59158
O: -8.87997 0.19911 5.24290
H: -8.68063 -4.28273 4.35784
H: -9.81720 -2.06108 5.02140
H: -6.31756 0.10471 4.55341
H: -5.12804 -2.02203 3.60896
H: -5.21101 -4.18803 3.24528
H: -8.35244 0.96891 5.46810
C: -5.64398 3.51970 -0.46948
C: -6.50924 4.28102 0.28436
C: -6.05391 5.36788 1.04197
C: -4.67453 5.67735 0.93730
C: -3.80750 4.98669 0.04014
C: -4.29907 3.83975 -0.58116
O: -3.48126 3.06881 -1.38028
O: -6.88290 6.02521 1.82114
H: -6.17281 2.82744 -1.10784
H: -7.48752 3.82720 0.34272
H: -4.16556 6.42170 1.53167
H: -2.75215 5.16857 -0.09969
H: -2.63400 3.50226 -1.50623
H: -6.80293 6.97772 1.91020
C: 1.45643 0.56447 0.04227
C: 2.67480 0.78148 -0.64403
C: 2.95736 0.04830 -1.78017
C: 2.12785 -0.98180 -2.23834
C: 0.90166 -1.05403 -1.68308
C: 0.57843 -0.34435 -0.51400
O: -0.64715 -0.48221 0.09125
O: 3.97733 0.37068 -2.62095
H: 1.21706 1.16731 0.90581
H: 3.40522 1.52520 -0.36161
H: 2.47201 -1.48603 -3.12923
H: 0.21047 -1.84586 -1.93136
H: -1.29471 -0.07067 -0.48572
H: 4.00520 -0.25683 -3.34693
C: 5.93905 -7.09900 3.08900
C: 6.12040 -6.25536 1.99191
C: 5.39665 -5.03979 1.91558
C: 4.41987 -4.76661 2.87809
C: 4.34235 -5.58862 4.03554
C: 5.12112 -6.70057 4.09031
O: 5.15648 -7.51611 5.17368
O: 5.49541 -4.15382 0.86201
H: 6.42635 -8.06164 3.13660
H: 6.92491 -6.59908 1.35865
H: 3.79391 -3.88724 2.91384
H: 3.64826 -5.31885 4.81775
H: 4.62556 -7.36829 5.95973
H: 5.04935 -3.31699 1.01154


Kohn-Sham gap list, top to bottom, in Eh: 0.1791 0.2666
Calculated total energy list, top to bottom, in Ha: -3828.848478 -25961.015357
Highest occupied orbital energy list, top to bottom, in eV: -1.4 -8.0